Here is 3 unconnected molecules or ions with the total composition C8H18Br2N2O2 at a distorted geometry from the Open Molecules 2025 dataset. Energies are from ωB97M-V with the def2-TZVPD basis set.

Last column: natural (NBO) charge in e.
Element x y z (Å)
C  -4.75  20.24  -14.87  -0.413
N  -4.15  20.92  -13.65  -0.415
C  -3.40  22.15  -13.96  -0.422
C  -4.49  20.60  -12.41  0.523
O  -4.32  21.35  -11.39  -0.646
H  -5.05  19.23  -14.59  0.209
H  -4.06  20.13  -15.70  0.209
H  -5.64  20.68  -15.32  0.205
H  -3.61  22.47  -14.98  0.205
H  -3.68  22.98  -13.32  0.225
H  -2.32  22.01  -13.84  0.206
H  -5.10  19.69  -12.46  0.114
C  -5.05  26.42  -10.16  -0.450
N  -4.10  26.04  -11.25  -0.401
C  -3.08  24.94  -10.86  -0.413
C  -4.04  26.56  -12.41  0.515
O  -4.86  27.33  -12.86  -0.652
H  -4.49  26.81  -9.31  0.202
H  -5.54  25.53  -9.76  0.208
H  -5.53  27.37  -10.35  0.257
H  -2.56  25.33  -9.99  0.201
H  -3.81  24.16  -10.63  0.226
H  -2.38  24.75  -11.68  0.209
H  -3.08  26.33  -12.91  0.090
Br  -5.35  30.29  -8.26  -0.012
C  -4.43  29.46  -6.72  -0.449
C  -3.00  29.44  -6.94  -0.443
Br  -2.40  28.65  -8.65  -0.015
H  -4.76  28.43  -6.66  0.225
H  -4.70  30.08  -5.86  0.242
H  -2.43  29.04  -6.11  0.235
H  -2.61  30.45  -7.04  0.223

Computed properties:
**Maximum force**: 6.371 eV Å⁻¹
**HOMO**: -8.91 eV
**SMILES**: CN(C)C=O.CN(C)C=O.BrCCBr
**E_LUMO**: 0.564 eV

Here is a molecular structure, C8H18Cl2GaN2O3P at a distorted geometry from the Open Molecules 2025 dataset. Energies are from ωB97M-V with the def2-TZVPD basis set.

Last column: natural (NBO) charge in e.
Element x y z (Å)
C  3.72  -0.66  -1.74  -0.735
C  2.52  -1.34  -1.18  0.484
H  4.43  -1.43  -2.05  0.325
H  4.19  0.00  -1.00  0.279
H  3.43  -0.06  -2.62  0.293
O  2.10  -2.46  -1.49  -0.325
Cl  0.61  2.97  -2.26  -0.333
Ga  1.03  1.27  -1.02  1.099
P  -0.61  -0.32  -1.64  1.044
C  -0.99  -1.80  -0.68  -0.984
C  -2.11  0.69  -1.69  -0.946
H  0.13  -0.03  -3.91  0.278
H  -1.33  -1.07  -3.79  0.297
H  0.30  -1.74  -3.38  0.277
C  -0.34  -0.85  -3.35  -0.953
H  -1.84  1.74  -1.86  0.288
H  -2.74  0.32  -2.52  0.292
H  -1.85  -2.31  -1.15  0.303
H  -1.24  -1.52  0.36  0.326
H  -2.64  0.61  -0.73  0.288
H  -0.13  -2.49  -0.68  0.274
C  1.77  -0.56  -0.09  0.414
O  1.70  -0.88  1.06  -0.238
Cl  1.25  2.17  0.99  -0.324
C  0.38  0.28  3.97  -0.424
N  -0.77  1.08  3.69  -0.500
C  -1.74  0.73  2.79  0.776
N  -2.76  1.66  2.71  -0.806
O  -1.76  -0.33  2.15  -0.675
H  1.24  0.58  3.35  0.205
H  0.16  -0.77  3.75  0.240
H  0.65  0.39  5.02  0.248
H  -0.84  2.00  4.11  0.412
H  -3.39  1.52  1.94  0.405
H  -2.55  2.62  2.96  0.397

Computed properties:
**Maximum force**: 7.222 eV Å⁻¹
**Net charge**: +2
**HOMO (alpha / beta)**: -15.17 / -16.14 eV
**E_LUMO (alpha / beta)**: -12.093 / -11.384 eV

Here is 2 unconnected molecules or ions with the total composition C8H18Cl2N2O4 from the Open Molecules 2025 dataset. Energies are from ωB97M-V with the def2-TZVPD basis set.

Last column: natural (NBO) charge in e.
Element x y z (Å)
C  2.56  1.61  -0.35  -0.612
C  2.85  0.15  0.00  -0.441
C  1.95  -0.85  -0.71  -0.176
Cl  2.18  -2.47  0.03  -0.056
C  0.49  -0.51  -0.40  -0.100
C  -0.33  0.40  -1.28  -0.410
C  -1.68  0.36  -0.56  -0.261
C  -2.81  1.11  -1.28  -0.215
N  -3.28  2.33  -0.64  -0.809
C  -1.88  -1.15  -0.51  -0.208
N  -0.47  -1.71  -0.29  -0.550
H  2.39  1.76  -1.42  0.193
H  3.40  2.23  -0.05  0.231
H  1.68  1.97  0.17  0.208
H  3.89  -0.08  -0.25  0.214
H  2.73  0.00  1.06  0.274
H  2.22  -0.95  -1.77  0.218
H  0.48  -0.13  0.62  0.300
H  -0.50  -0.14  -2.22  0.191
H  0.08  1.39  -1.44  0.246
H  -1.57  0.72  0.47  0.231
H  -2.46  1.40  -2.27  0.195
H  -3.68  0.47  -1.38  0.194
H  -3.72  2.11  0.25  0.354
H  -2.50  2.93  -0.39  0.350
H  -2.19  -1.48  -1.51  0.204
H  -2.52  -1.56  0.26  0.243
H  -0.21  -2.47  -0.91  0.428
H  -0.35  -2.05  0.68  0.492
O  0.31  -0.47  4.49  -0.816
Cl  0.66  -1.08  3.25  2.555
O  1.10  -0.06  2.30  -0.913
O  -0.51  -1.72  2.64  -0.922
O  1.70  -2.05  3.42  -0.831

Computed properties:
**Maximum force**: 0.929 eV Å⁻¹
**HOMO**: -9.67 eV
**E_LUMO**: -0.012 eV

Here is a molecular structure, C8H18CrF6O11S2 at a distorted geometry from the Open Molecules 2025 dataset. Energies are from ωB97M-V with the def2-TZVPD basis set.

Last column: Mulliken spin population.
Element x y z (Å)
Cr  -0.24  0.07  -0.59  3.919
C  -2.37  3.10  1.35  0.002
F  -2.68  2.09  2.18  0.000
F  -3.17  4.14  1.64  0.000
F  -1.11  3.47  1.62  0.000
S  -2.59  2.62  -0.38  0.006
O  -1.60  1.55  -0.53  0.008
O  -3.94  2.12  -0.42  0.002
O  -2.27  3.80  -1.10  0.001
C  3.61  -2.08  0.65  -0.001
F  3.48  -1.32  1.77  0.000
F  4.90  -2.40  0.52  0.000
F  2.91  -3.22  0.85  0.000
S  2.99  -1.20  -0.82  -0.001
O  3.11  -2.17  -1.86  0.001
O  1.62  -0.93  -0.40  -0.047
O  3.81  -0.02  -0.89  0.002
C  -1.64  -2.54  -2.06  -0.008
C  -2.18  -1.21  -2.48  0.010
O  -1.11  -0.26  -2.66  0.028
O  -0.76  -2.32  -0.95  0.034
H  -1.08  -2.98  -2.89  -0.004
H  -2.46  -3.20  -1.77  0.000
H  -2.93  -0.79  -1.79  -0.002
H  -2.74  -1.34  -3.41  0.005
H  -1.00  -0.12  -3.60  0.005
H  -0.42  -3.16  -0.62  0.002
C  1.52  2.61  -0.81  0.002
C  1.86  2.15  0.57  0.007
O  0.73  1.40  1.06  -0.005
O  1.17  1.49  -1.67  0.003
H  2.35  3.18  -1.24  0.003
H  0.66  3.29  -0.75  -0.001
H  2.02  3.01  1.21  0.003
H  2.75  1.51  0.59  -0.003
H  0.79  1.32  2.01  0.010
H  1.39  1.77  -2.56  0.006
C  0.36  -1.67  2.58  0.014
C  -1.11  -1.56  2.27  0.002
O  -1.37  -0.63  1.21  -0.015
H  0.85  -0.71  2.69  -0.001
H  0.86  -2.18  1.76  0.002
H  0.50  -2.28  3.47  0.001
H  -1.70  -1.25  3.14  0.003
H  -1.46  -2.56  1.97  -0.003
H  -2.33  -0.59  1.13  0.011

Computed properties:
**Maximum force**: 1.372 eV Å⁻¹
**2S+1**: 5
**HOMO (alpha / beta)**: -8.90 / -10.11 eV
**E_LUMO (alpha / beta)**: -0.149 / -0.151 eV

Here is a molecular structure, C8H18F2N2O4RbS2 at a distorted geometry from the Open Molecules 2025 dataset. Energies are from ωB97M-V with the def2-TZVPD basis set.

Last column: Mulliken spin population.
Element x y z (Å)
Rb  -2.96  -2.69  1.67  0.000
C  4.14  2.28  1.10  0.000
C  2.81  2.30  0.40  0.000
C  1.87  1.31  1.16  0.000
N  0.38  1.49  0.87  0.000
C  -0.15  2.59  1.79  0.000
C  -0.01  1.61  -0.58  0.000
C  -1.10  0.71  -0.87  0.000
C  -0.64  -0.54  -0.03  0.004
C  -0.35  0.12  1.27  -0.001
H  4.18  2.56  2.16  0.000
H  4.86  2.93  0.60  0.000
H  4.64  1.31  1.09  0.000
H  2.95  1.95  -0.62  0.000
H  2.47  3.33  0.34  0.000
H  1.94  1.40  2.25  0.000
H  2.20  0.29  0.97  0.000
H  -0.14  2.29  2.84  0.000
H  -1.13  2.81  1.36  0.000
H  0.46  3.49  1.74  0.000
H  -0.26  2.64  -0.85  0.000
H  0.86  1.50  -1.22  0.000
H  -2.08  1.08  -0.57  0.000
H  -1.13  0.59  -1.95  0.000
H  -1.47  -1.24  -0.08  -0.009
H  0.21  -1.09  -0.43  0.000
H  -1.30  0.45  1.71  0.000
H  0.30  -0.45  1.93  0.000
N  -2.39  -3.66  -0.94  0.430
S  -3.55  -4.11  -1.86  -0.109
O  -3.84  -5.52  -2.10  0.333
O  -3.87  -3.18  -2.91  0.294
F  -4.74  -3.70  -0.81  -0.004
S  -1.23  -3.67  -2.21  -0.030
O  -0.80  -2.43  -2.85  0.052
O  -1.18  -4.84  -3.11  0.040
F  0.07  -3.92  -1.29  0.000

Computed properties:
**Maximum force**: 8.895 eV Å⁻¹
**2S+1**: 2
**Net charge**: +2
**HOMO (alpha / beta)**: -17.43 / -17.43 eV
**E_LUMO (alpha / beta)**: -6.688 / -11.921 eV

Here is a molecular structure, C8H18I2MnNO2P2 at a distorted geometry from the Open Molecules 2025 dataset. Energies are from ωB97M-V with the def2-TZVPD basis set.

Last column: Mulliken spin population.
Element x y z (Å)
I  0.33  -0.81  -4.72  0.703
I  -0.38  1.81  -3.85  0.279
Mn  0.00  0.19  0.12  2.215
P  -2.23  -0.19  -0.05  -0.037
C  -3.22  1.30  0.34  0.007
C  -2.86  -0.70  -1.71  0.001
H  -3.96  -0.81  -1.65  -0.004
H  -3.99  -1.51  0.98  -0.001
H  -2.38  -1.65  -2.00  -0.001
H  -2.44  -2.40  0.93  0.000
H  -2.97  2.10  -0.37  0.000
H  -2.58  0.07  -2.45  -0.002
C  -2.91  -1.43  1.10  0.009
H  -4.28  1.07  0.28  0.001
H  -2.69  -1.13  2.13  -0.001
H  -2.96  1.63  1.35  0.001
P  2.24  -0.11  -0.04  -0.040
C  3.17  1.41  0.35  0.006
C  2.95  -1.33  1.11  0.009
H  2.45  -1.57  -2.00  0.002
H  3.99  -0.67  -1.63  -0.005
H  2.60  0.16  -2.45  -0.007
C  2.89  -0.60  -1.70  0.002
H  2.52  -2.32  0.94  0.000
H  4.03  -1.37  0.99  -0.001
H  4.24  1.21  0.30  0.001
H  2.90  1.73  1.36  0.001
H  2.72  -1.04  2.14  -0.001
H  2.90  2.20  -0.35  -0.001
C  -0.04  2.05  0.12  -0.080
O  -0.06  3.08  0.64  0.030
O  0.00  0.05  4.46  -0.017
C  0.00  -0.15  3.28  0.023
N  0.00  -0.29  2.09  -0.093

Computed properties:
**Maximum force**: 6.194 eV Å⁻¹
**2S+1**: 4
**Net charge**: +3
**HOMO (alpha / beta)**: -19.44 / -19.89 eV
**E_LUMO (alpha / beta)**: -13.902 / -15.299 eV